1.
62
Properties=species:S:1:pos:R:3:forces:R:3 method="wB97M-V/def2-TZVPD" fmax_ev_per_a=4.00 orbital_gap_ha=0.2597 charge=+1 homo_energy_ev=-10.30
La 0.078672 1.240689 0.841349 3.8255 -0.3925 -1.1109
Br -0.683663 -4.815903 -4.818896 -0.0824 0.0256 0.0663
C -2.174129 -4.257815 -3.790850 0.0611 -0.0772 0.0239
C -2.943220 -5.201881 -3.127497 0.1985 -0.0314 -0.0979
C -4.036383 -4.786166 -2.390274 -0.1475 0.2373 0.1462
C -4.330143 -3.428633 -2.265128 0.6632 -0.1084 -0.6898
C -3.549668 -2.491866 -2.948493 -0.2002 -0.1102 -0.2214
C -2.482559 -2.907463 -3.723272 0.0409 0.0086 0.0381
N -5.495584 -3.099587 -1.537355 -0.3944 -0.1309 0.0935
N -5.617966 -2.047820 -0.901442 -0.9042 -0.1818 0.2169
C -4.589283 -1.123854 -0.689583 0.8031 0.7336 0.2274
C -4.866378 0.217682 -0.849315 -0.1782 -0.6074 -0.0500
C -3.877609 1.192058 -0.711340 0.5202 0.2394 0.0745
C -2.581847 0.869406 -0.348413 -0.9988 -0.3585 -0.4985
O -1.594851 1.751132 -0.287612 -2.5626 0.7010 -1.6955
C -2.315928 -0.502806 -0.022748 -0.3150 -0.2554 -0.0622
N -1.079743 -0.807820 0.494258 -0.9040 -1.4884 -0.4490
C -0.808485 -2.060724 0.814831 -0.0140 0.1438 0.0182
C -1.730396 -3.099338 0.675693 -0.1757 -0.0823 -0.0149
C -2.981391 -2.814616 0.191565 0.2372 -0.0636 0.2522
C -3.306675 -1.502306 -0.199461 -0.0239 0.3576 0.2486
H -2.692587 -6.250940 -3.200323 -0.0375 -0.0037 -0.0181
H -4.670532 -5.508464 -1.892405 -0.0340 0.0143 -0.0097
H -3.799666 -1.440143 -2.901280 0.0507 -0.0679 -0.1053
H -1.884511 -2.188639 -4.266090 -0.0276 0.0076 -0.0246
H -5.868784 0.503608 -1.140677 -0.0053 -0.0084 -0.0043
H -4.114141 2.230794 -0.900723 0.0257 0.0003 -0.0094
H 0.169416 -2.253956 1.245182 0.0212 0.0070 -0.0411
H -1.463264 -4.101293 0.978550 0.0066 0.0105 0.0238
H -3.730017 -3.593695 0.142135 0.0684 0.0403 0.0327
O 2.358635 -0.031853 0.950629 0.3652 -0.1939 -0.3047
C 2.785026 -0.593726 -0.298568 -0.0562 0.0231 -0.1561
C 2.468526 0.306039 -1.477464 0.0538 0.1031 0.0846
C 3.199662 0.217172 -2.650014 0.0379 -0.0493 -0.0179
C 2.844316 1.015251 -3.725868 -0.0631 0.0162 0.0941
C 1.759913 1.869550 -3.594716 0.0201 -0.0210 -0.0734
C 1.084071 1.898997 -2.390195 0.0466 0.0588 -0.0368
N 1.434662 1.146749 -1.337811 0.6852 -0.0605 -0.9011
H 3.087658 0.482742 1.318551 -0.0310 0.0660 0.1918
H 2.237918 -1.530915 -0.418571 0.0560 -0.0327 0.0325
H 3.849938 -0.819966 -0.274458 -0.0097 -0.0644 0.0289
H 4.038672 -0.463036 -2.717793 -0.0066 0.0003 0.0107
H 3.407383 0.975884 -4.648337 -0.0048 -0.0159 -0.0058
H 1.445045 2.503053 -4.411360 -0.0215 0.0080 0.0203
H 0.225614 2.548319 -2.256250 -0.0065 -0.0175 0.0381
O -0.414940 2.520036 4.846263 0.0528 -0.0972 -0.1524
C 0.136350 2.294282 3.800746 0.2503 0.3517 0.9134
O -0.406808 1.674688 2.778032 -0.8176 1.1332 3.6245
C 1.593638 2.694277 3.602597 -0.4076 0.0014 -0.0843
C 2.124758 3.074163 2.369313 -0.2171 0.0192 0.2650
C 3.464300 3.476759 2.250862 0.1130 0.0249 -0.1893
C 4.218597 3.468497 3.395020 -0.0691 -0.0733 0.2451
O 5.522072 3.813992 3.548287 -0.0530 0.0018 -0.1538
C 5.821492 3.664804 4.938029 0.3022 0.0448 0.1348
O 4.634003 3.217823 5.588068 -0.0962 -0.0639 0.0790
C 3.681953 3.104030 4.631978 0.0572 0.0391 -0.3318
C 2.375840 2.713711 4.762987 0.2174 0.0082 0.0852
H 1.472624 3.222217 1.501526 0.3400 0.2209 0.3041
H 3.880752 3.820753 1.313418 -0.0209 0.0121 0.0061
H 6.135954 4.623818 5.352518 -0.1306 0.0239 -0.0358
H 6.614249 2.925065 5.066862 -0.0922 -0.0514 -0.0572
H 1.939444 2.447185 5.715334 -0.0109 0.0257 -0.0176

---

2.
22
Properties=species:S:1:pos:R:3:forces:R:3 method="wB97M-V/def2-TZVPD" fmax_ev_per_a=1.63 orbital_gap_ha=0.3481 e_above_lowest_ev=1.941 smiles="C=CCCNCCN" homo_energy_ev=-8.28
C -0.425066 -1.777883 -0.921856 -0.0888 -0.0315 -0.5506
N -1.352697 -0.660231 -0.943828 0.1797 -0.0506 -0.1746
C -1.678530 0.064445 0.259663 -0.2857 -0.4566 0.4395
C -0.896404 1.345457 0.615891 -0.5207 0.4616 0.0208
C 0.029578 1.255600 1.786353 -0.1662 -0.3260 -0.1350
C 1.282823 1.652682 1.845102 0.9670 0.8139 0.3864
C 1.054050 -1.560540 -1.354347 -0.5139 1.4600 0.5021
N 1.461200 -0.163664 -1.251460 -0.1859 -0.2939 -0.9256
H -0.412300 -2.200401 0.073318 -0.1924 -0.0028 0.3438
H -0.851736 -2.543977 -1.582038 0.2147 -0.1070 0.1478
H -1.277531 -0.119079 -1.790894 -0.0469 0.1963 0.1199
H -1.588913 -0.665629 1.066701 0.2826 0.0301 0.1674
H -2.755525 0.282825 0.309913 0.1634 0.1687 -0.4950
H -1.639626 2.090668 0.916630 -0.1099 0.0324 0.0030
H -0.455136 1.792430 -0.277256 0.2878 -0.1364 0.0126
H -0.435476 0.851830 2.682282 0.0569 -0.0388 0.0348
H 1.867931 1.689129 2.762481 -0.3345 -0.4245 0.0558
H 1.832236 2.133668 1.042935 -0.3291 -0.1834 -0.4141
H 1.187954 -1.830715 -2.400237 0.1224 -0.4845 0.0822
H 1.646678 -2.147515 -0.663623 0.3380 -0.6776 -0.2575
H 2.405740 0.026082 -1.525491 0.0271 0.2164 0.2721
H 1.000750 0.484817 -0.650241 0.1345 -0.1658 0.3643

---

3.
56
Properties=species:S:1:pos:R:3:forces:R:3 method="wB97M-V/def2-TZVPD" fmax_ev_per_a=3.14 orbital_gap_ha=0.2551 charge=-2 e_above_lowest_ev=0.000 homo_energy_ev=-2.94
Tl -1.116753 -0.768414 -0.962208 0.4495 -0.1959 -0.4583
C -3.132029 -3.162436 4.349058 -0.6413 -1.5432 0.4284
C -2.805474 -1.967208 3.521407 -0.4486 -0.1403 0.3845
C -3.885511 -1.269917 2.961443 3.0494 0.2530 -0.4298
C -3.630421 -0.198942 2.139964 0.3335 0.6593 0.6756
C -2.322758 0.272922 2.044475 -0.0039 -0.4991 -0.8362
C -1.255417 -0.455220 2.579204 0.8669 1.6393 -0.5795
C -1.479436 -1.582806 3.330966 -1.6046 0.3256 -0.4481
S -1.980810 1.685152 0.977258 -0.8643 -0.0694 0.6693
O -0.616815 2.035874 1.249309 0.1955 0.5296 0.1238
O -3.079167 2.603781 1.251603 0.7419 -0.0898 -0.0232
N -2.053715 1.236945 -0.560336 -0.7932 -0.6792 -0.0671
C -3.417372 1.029514 -1.075366 -0.7391 -0.4882 0.8438
C -4.031111 -0.424237 -0.954677 0.7363 -0.7337 0.7586
O -5.228045 -0.591948 -1.150133 0.2081 0.4526 -0.0827
O -3.212209 -1.390110 -0.605585 -0.6420 1.2081 -0.4704
H -2.925473 -4.129249 3.813742 0.0111 0.8513 0.3629
H -4.220947 -3.189034 4.568800 0.5773 0.0385 -0.0705
H -2.615961 -3.215987 5.326686 -0.0387 0.1613 -0.4971
H -4.846011 -1.600951 3.100376 -2.1776 -0.8170 0.3532
H -4.456680 0.313222 1.688865 -0.1455 0.3174 -0.3157
H -0.259478 -0.020792 2.359216 -0.5767 -0.6689 0.3159
H -0.711579 -2.184145 3.739677 0.8327 -0.3560 0.3040
H -3.375579 1.224371 -2.122685 -0.1185 0.2452 -1.0051
H -4.156360 1.723229 -0.633351 0.4534 -0.2930 -0.1855
C 0.201363 3.581952 -2.321488 -1.0341 0.2268 -0.4247
C -1.079531 3.096688 -3.085134 -0.3554 0.4310 1.6084
C -2.095410 4.185891 -3.135002 -0.1493 0.6078 0.3518
N -2.817520 5.093795 -3.096685 0.7212 -1.0741 -0.2421
H 1.061258 3.057460 -2.636717 0.7880 -0.9344 -0.4718
H 0.048320 3.315902 -1.289300 0.0712 0.2570 0.5068
H 0.437338 4.632711 -2.454192 -0.3508 0.2769 0.0758
H -1.484968 2.298628 -2.386718 0.3097 0.5928 -1.2857
H -0.897311 2.772277 -4.100482 0.0775 -0.3416 -0.0726
O 1.600253 -3.161141 -1.436434 -0.4909 -0.8794 0.8563
S 0.171612 -3.502785 -1.441545 1.2235 0.0974 -1.7585
O -0.546672 -3.048110 -0.232704 -0.0070 -0.9478 0.0372
O -0.136124 -4.828588 -1.994018 0.0545 0.9020 1.2461
S -0.460728 -2.142935 -2.908247 -0.8292 0.4940 -0.1593
O 1.017939 0.667424 -1.602545 0.6732 0.0917 -0.3783
C 1.499521 0.050699 -0.645604 -1.6743 0.5296 1.0075
O 0.742015 -0.514466 0.243098 0.5449 -0.1039 -0.4699
C 2.951744 -0.044404 -0.393305 -0.1409 -0.2192 -0.5818
C 3.377777 -1.213160 0.207915 3.1161 0.3736 -0.0015
C 4.772658 -1.503182 0.359350 -1.1608 1.9985 -1.6739
C 5.627171 -0.546523 -0.178760 -0.4229 -0.6953 0.8383
O 7.000411 -0.504551 -0.080610 0.1949 0.1191 -0.7174
C 7.399650 0.603973 -0.922003 -1.2309 -0.5730 0.6928
O 6.258169 1.416157 -1.134537 -0.5130 -0.4122 0.4657
C 5.158764 0.587535 -0.783760 0.0635 1.5786 -0.6313
C 3.821221 0.897416 -0.953580 1.0695 -0.9855 0.9312
H 2.698894 -1.946070 0.488517 -1.3285 -0.9987 0.3971
H 5.151754 -2.449246 0.605467 0.2545 -1.0878 0.8228
H 7.718951 0.263677 -1.898354 0.4855 -0.3650 -0.2102
H 8.139051 1.106501 -0.331628 0.5918 0.6072 -0.1505
H 3.477538 1.802839 -1.398704 -0.2134 0.3262 -0.3593

---

4.
52
Properties=species:S:1:pos:R:3:forces:R:3 method="wB97M-V/def2-TZVPD" fmax_ev_per_a=0.96 orbital_gap_ha=0.2886 e_above_lowest_ev=0.936 smiles="CC(C)=CCC/C(C)=C/CC/C(C)=C/C=C/C(C)=C/C(=O)O" homo_energy_ev=-8.06
C 2.332381 0.807679 1.147878 -0.1378 0.0047 -0.1484
C 2.601908 0.396233 -0.268128 -0.0185 0.0318 0.1677
C 1.618131 0.187919 -1.134994 -0.0063 -0.1126 -0.1484
C 1.786807 -0.181198 -2.576080 0.0256 0.1578 0.0160
H 2.838531 -0.130397 -2.856536 0.0293 -0.0961 -0.0231
H 1.448171 -1.209922 -2.733608 0.0669 -0.0679 -0.0841
C 0.978851 0.761711 -3.488732 0.0406 -0.0636 0.0673
C -0.485355 0.422200 -3.507560 0.1671 0.1471 -0.0119
C -1.378227 1.154786 -2.852422 -0.1850 -0.0322 -0.0679
C -2.857471 0.924010 -2.822177 0.0471 0.0819 0.1025
H -3.350660 1.690604 -3.428993 -0.0689 -0.0871 -0.0336
H -3.101486 -0.043844 -3.257429 -0.0642 -0.0236 -0.0708
C -3.416556 1.014658 -1.392243 0.0183 -0.0135 -0.1184
C -2.721524 0.074059 -0.454669 0.0824 0.2857 0.3931
C -2.090321 0.538026 0.637780 -0.4457 0.2157 -0.5677
C -1.357586 -0.251732 1.580617 0.4269 -0.0487 0.7632
C -0.797185 0.267966 2.692328 -0.5387 0.0584 -0.6305
C -0.009989 -0.459921 3.654498 0.5162 -0.1202 0.7803
C 0.474510 0.208772 4.729065 -0.4304 0.1777 -0.6203
C 1.294125 -0.323438 5.803400 0.5035 -0.6500 0.4954
O 1.714580 -1.450331 5.952738 -0.0431 0.1123 -0.0109
O 1.577537 0.641892 6.709298 -0.0652 0.4282 0.0982
H 2.123770 0.268232 7.417111 -0.0825 -0.2007 -0.2298
H 0.254238 1.260686 4.845836 -0.0874 0.0742 -0.1127
C 0.248831 -1.911968 3.415709 0.1159 -0.0772 0.1530
H -0.692883 -2.458505 3.389743 -0.0805 -0.0568 -0.0713
H 0.872723 -2.322013 4.201901 -0.0301 -0.0629 -0.0744
H 0.747041 -2.046123 2.456572 -0.0019 -0.0330 -0.1260
H -0.933003 1.323745 2.894506 -0.0233 0.1298 -0.0348
H -1.240694 -1.301804 1.361636 0.0803 -0.1958 0.0435
H -2.119236 1.601694 0.841035 -0.0329 0.1423 -0.0545
C -2.765841 -1.379316 -0.816160 0.0729 0.0132 0.0917
H -2.926926 -2.000369 0.061979 -0.0004 -0.0997 0.0120
H -1.822324 -1.679273 -1.273386 0.0578 -0.1019 -0.1095
H -3.567130 -1.574963 -1.524322 -0.0473 -0.0723 -0.0619
H -3.312797 2.038796 -1.028970 -0.0395 0.0075 0.0279
H -4.484003 0.773232 -1.420419 -0.0318 0.0463 0.0268
H -1.043079 2.015229 -2.287643 0.1729 0.1499 0.0610
C -0.853737 -0.780630 -4.334230 -0.0890 0.0405 0.0789
H -1.477006 -1.477036 -3.776029 -0.0645 -0.1130 -0.0255
H -1.408164 -0.474164 -5.221329 -0.0279 -0.0593 -0.0941
H 0.038177 -1.309044 -4.661256 0.0369 -0.0862 -0.0372
H 1.369334 0.684926 -4.506991 0.0039 0.0627 -0.0365
H 1.125372 1.787691 -3.146833 0.0203 0.0295 -0.0501
H 0.590616 0.307110 -0.815362 -0.1643 0.0654 0.1714
C 4.058838 0.245920 -0.618560 -0.0975 -0.0436 -0.0894
H 4.265608 -0.746860 -1.014940 0.1072 -0.0454 -0.0463
H 4.677181 0.396787 0.262257 0.1012 0.0029 0.0331
H 4.354191 0.977312 -1.370500 0.1093 0.0294 -0.0546
H 2.708089 0.056275 1.842658 0.0649 -0.0390 0.1289
H 1.268897 0.940502 1.324190 -0.0320 0.0241 0.0343
H 2.844746 1.744200 1.367766 0.0697 0.0833 0.0985

---

5.
22
Properties=species:S:1:pos:R:3:forces:R:3 method="wB97M-V/def2-TZVPD" fmax_ev_per_a=3.01 orbital_gap_ha=0.3274 e_above_lowest_ev=2.517 smiles=CCN(C)C(C)C homo_energy_ev=-7.86
C -0.470065 -1.544530 1.951418 0.1863 2.1902 -2.0518
C 0.537169 -0.426852 1.607654 2.6646 0.9108 -0.4474
N 0.426437 0.461583 0.383629 -1.8666 -0.5618 0.9996
C 0.001040 1.820514 0.570539 0.0034 2.0204 -0.0495
C -1.018186 0.685780 -1.828935 -0.3717 -0.2990 0.1839
C -0.142909 -0.162140 -0.816835 0.2807 -1.6853 -1.6048
C 1.091011 -0.741257 -1.632228 0.0748 -0.3819 2.7953
H -1.090770 -1.257927 2.716376 -1.4284 1.0706 2.1428
H -1.183344 -1.625585 1.132361 0.3359 -0.9088 -0.1431
H -0.000867 -2.404257 2.309860 0.7586 -1.6695 -0.1811
H 0.732644 0.286996 2.449504 -0.5780 -0.6168 -0.5657
H 1.590043 -0.838918 1.459671 -1.3307 -0.2143 0.3446
H 0.685522 2.440101 -0.054502 -0.1337 0.1342 0.8477
H -0.961325 2.097813 0.128930 -0.2635 -0.4703 0.2672
H -0.087045 2.246530 1.616488 0.6951 -0.9289 -0.9891
H -1.744413 1.412809 -1.412317 -0.1153 -1.1036 0.1460
H -0.363492 1.409012 -2.317668 0.2471 -0.4277 -0.5701
H -1.559960 -0.011804 -2.582960 1.1551 1.2553 1.2717
H -0.712676 -1.101738 -0.552189 0.2316 1.1793 -0.1365
H 1.519052 -0.028021 -2.316698 0.1461 0.0574 -0.3246
H 1.815163 -0.980578 -0.801444 -0.2107 0.5623 -0.9699
H 0.936974 -1.737536 -2.010649 -0.4806 -0.1127 -0.9650

---

6.
19
Properties=species:S:1:pos:R:3:forces:R:3 method="wB97M-V/def2-TZVPD" fmax_ev_per_a=0.54 orbital_gap_ha=0.3306 e_above_lowest_ev=3.948 homo_energy_ev=-8.82
C -2.210312 1.028301 -0.202314 -0.0802 -0.1634 0.2018
C -0.723716 -1.224685 0.965405 0.2185 -0.3464 0.0223
C -0.497295 -1.686573 -0.411018 -0.2044 0.0710 0.0517
O 0.464399 -0.885187 -1.076981 0.1207 0.0370 -0.1311
C 1.332853 -0.372510 -0.069466 0.1601 0.0423 0.0949
C 1.880330 0.969392 -0.503234 0.0316 0.0607 -0.0302
C 0.459315 -0.350688 1.194989 -0.0830 -0.0759 -0.0300
H -3.155018 1.064888 -0.743479 -0.0020 0.1315 0.0486
H -1.403436 0.860974 -0.923233 -0.1172 -0.0419 0.2525
H -2.038062 1.962927 0.338393 -0.0836 -0.0677 -0.1542
H -2.283353 0.212136 0.543299 0.0894 0.3373 -0.4068
H -0.112828 -2.713470 -0.221247 0.0073 -0.0175 0.1004
H -1.386574 -1.805327 -1.032819 0.0790 0.0578 0.0396
H 2.163487 -1.078816 0.077640 -0.0411 -0.0065 -0.0326
H 2.411438 0.878293 -1.452607 -0.0213 0.0140 0.0617
H 2.577279 1.362192 0.245027 -0.0987 -0.0764 -0.0856
H 1.065969 1.687950 -0.631685 0.0492 -0.0578 0.0167
H 0.051607 0.641346 1.407915 -0.0627 0.1515 -0.0373
H 0.963071 -0.634881 2.120544 0.0384 -0.0497 0.0177